{
  "formula": "C5H10BNO3",
  "method": "ωB97M-V/def2-TZVPD",
  "elements": ["O", "O", "O", "N", "C", "C", "C", "C", "C", "B", "H", "H", "H", "H", "H", "H", "H", "H", "H", "H"],
  "coordinates": [[-0.326, 0.947, 0.526], [0.146, -2.478, 0.632], [0.795, -3.897, -1.103], [-1.363, 0.756, 1.363], [-0.011, 0.428, -0.606], [1.239, 1.060, -1.174], [-1.125, 1.526, 2.553], [-0.438, -1.791, -1.777], [-0.672, -0.488, -1.574], [0.220, -2.744, -0.699], [-0.341, -1.697, 0.894], [2.106, 0.424, -0.995], [1.416, 2.025, -0.706], [-0.514, 2.413, 2.356], [-1.245, 0.067, -2.314], [1.136, 1.190, -2.249], [-0.615, 0.913, 3.306], [-0.854, -2.239, -2.669], [1.127, -4.446, -0.390], [-2.092, 1.830, 2.948]],
  "forces_ev_per_a": [[0.6332, 0.0909, -0.3482], [0.3549, -0.1950, 0.3108], [0.2474, -0.3535, -0.5286], [-0.8366, -1.3189, -1.2186], [0.5003, 0.6605, 0.3641], [-0.1871, -0.0294, 0.2692], [0.6302, 0.0600, -0.0489], [-0.0940, 0.2732, 0.8859], [-0.4640, -0.2590, 0.1952], [-0.4204, 0.5871, -0.1294], [-0.2961, 0.2971, 0.0732], [0.0626, -0.1044, -0.0530], [0.0405, 0.0428, 0.0174], [-0.0867, 0.0467, 0.0859], [-0.0408, 0.0399, -0.0662], [0.0326, 0.0131, -0.0744], [-0.0043, 0.1441, 0.1666], [-0.0477, 0.0273, -0.1406], [0.0200, -0.0392, 0.2194], [-0.0438, 0.0165, 0.0202]],
  "fmax_ev_per_a": 1.981,
  "homo_energy_ev": [-7.5, -7.5],
  "e_lumo_ev": [0.34, 0.34]
}


{
  "formula": "C5H10BrN",
  "method": "ωB97M-V/def2-TZVPD",
  "elements": ["Br", "N", "C", "C", "C", "C", "C", "H", "H", "H", "H", "H", "H", "H", "H", "H", "H"],
  "coordinates": [[0.174, -0.473, 3.562], [1.798, -0.823, 0.836], [0.725, -0.642, 0.314], [-0.670, 1.112, -0.685], [0.987, -0.353, -2.021], [-0.047, -0.214, -0.888], [-1.287, -0.187, 2.380], [-1.997, -0.964, 2.508], [0.070, 1.871, -0.620], [1.542, -1.278, -2.032], [1.845, -0.801, 1.896], [-1.456, 1.158, 0.099], [-1.380, 1.286, -1.397], [-0.796, -0.940, -1.283], [0.423, -0.172, -2.987], [-1.527, 0.820, 2.443], [1.594, 0.601, -2.125]],
  "forces_ev_per_a": [[0.1027, -0.0836, 0.4595], [-0.6011, 0.2950, -0.0612], [-1.5572, 0.3777, 1.5257], [-0.6759, -0.2111, 1.8061], [-0.6505, 3.4940, -2.3534], [1.0606, -2.5104, -0.7664], [2.4546, -1.4220, -0.6610], [-0.6404, -0.3580, -0.0606], [0.3432, 0.9261, 0.2173], [0.1368, 0.0272, 0.0368], [-0.2814, -0.2564, -0.5884], [1.4419, -0.3445, 0.6425], [-1.1016, 0.7513, -3.1849], [0.1731, 0.1314, 1.5104], [0.3637, -0.9930, 0.7450], [-0.7657, 1.5483, -0.0724], [0.1973, -1.3717, 0.8050]],
  "fmax_ev_per_a": 4.263,
  "homo_energy_ev": [-6.7, -7.7],
  "e_lumo_ev": [0.12, 0.76]
}


{
  "formula": "C5H10BrNO",
  "method": "ωB97M-V/def2-TZVPD",
  "elements": ["Br", "O", "N", "C", "C", "C", "C", "C", "H", "H", "H", "H", "H", "H", "H", "H", "H", "H"],
  "coordinates": [[2.042, -2.862, -1.503], [0.702, 1.770, -0.340], [-1.305, 0.696, -0.025], [-2.322, -0.117, -0.731], [-1.506, 0.932, 1.297], [-0.220, 1.075, -0.709], [3.107, -0.875, 0.320], [2.963, -1.225, -1.051], [2.624, 0.029, 0.469], [-0.209, 0.519, -1.632], [-0.729, 1.516, 1.744], [-2.427, 1.455, 1.447], [4.188, -0.646, 0.482], [-3.272, 0.106, -0.210], [2.518, -1.557, 1.054], [-1.996, -1.132, -0.877], [-1.594, -0.007, 1.977], [-2.562, 0.321, -1.711]],
  "forces_ev_per_a": [[0.2894, 0.7805, 0.8035], [-0.0669, 0.2040, 0.3327], [-0.3908, -1.2676, -2.9502], [-0.4228, 2.0535, -0.0652], [-0.7531, -0.8873, 4.2633], [0.7345, -0.5332, 0.2247], [-0.6218, -3.2664, 2.0510], [0.2264, -0.1228, -2.2576], [-0.9312, 2.4508, -0.1872], [0.1884, 0.1309, -1.2246], [0.6119, 0.4366, -0.0349], [-0.7426, 0.5116, 0.3029], [-0.7090, -0.4599, 0.1768], [0.4605, -1.0871, 0.0894], [1.6877, 0.6967, -0.6141], [-0.3650, -0.5731, 0.3821], [0.2186, 1.0668, -1.3263], [0.5861, -0.1341, 0.0338]],
  "fmax_ev_per_a": 4.419,
  "homo_energy_ev": -8.4,
  "e_lumo_ev": -0.38
}